# 1
Below is 2 unconnected molecules or ions with the total composition C10H9ClNO3 at a distorted geometry, with properties calculated with wB97M-V/def2-TZVPD.

Calculated values
Molar mass: 226.6 g mol⁻¹
Electronic energy: -1127.1431 a.u.
Energy above the lowest of the compared OMol25 structures with the same formula, charge and spin: 0.00 kJ/mol
Orbital gap: 5.035 eV
HOMO energy: -1.76 eV

Geometry as ORCA input:
```
! RIJCOSX wB97M-V def2-TZVPD def2/J DEFGRID3
* xyz -1 1
C 2.56 0.90 -1.29
C 1.99 -0.69 0.50
C 3.88 0.78 -0.99
C 3.29 -0.84 0.76
C 1.55 0.20 -0.51
C 4.23 0.00 0.07
C 0.19 0.32 -0.59
C -0.97 -2.53 -0.94
C -2.78 -0.65 1.34
C -1.94 0.15 0.37
N -0.70 -0.24 0.25
O -1.22 -2.17 -1.99
O -0.62 -3.05 0.01
O -2.61 1.13 -0.32
Cl 5.93 -0.22 0.44
H 2.28 1.48 -2.25
H 1.22 -1.22 1.01
H 4.66 1.07 -1.59
H 3.61 -1.35 1.69
H -0.26 0.91 -1.37
H -2.15 -1.41 1.65
H -3.59 -1.13 0.73
H -3.37 -0.15 2.13
H -1.87 1.60 -0.76
*
```

---

# 2
Below is a molecular structure, C2H10N4O4Si2 at a distorted geometry, with properties calculated with wB97M-V/def2-TZVPD.

Calculated values
Molar mass: 210.3 g mol⁻¹
Electronic energy: -1180.9404 a.u.
Energy above the lowest of the compared OMol25 structures with the same formula, charge and spin: 99.33 kJ/mol
Orbital gap: 10.468 eV
HOMO energy: -10.33 eV

Geometry as ORCA input:
```
! RIJCOSX wB97M-V def2-TZVPD def2/J DEFGRID3
* xyz 0 1
C -2.19 -0.18 2.03
C -0.08 1.58 0.39
N -1.30 -0.98 1.19
N 1.05 -0.72 -1.18
N -1.67 -2.09 0.70
N 0.18 -0.89 -2.09
O -2.75 -2.61 1.00
O 0.55 -1.14 -3.22
O -0.78 -2.57 -0.03
O -0.99 -0.63 -1.76
Si 2.56 -0.81 -2.14
Si 0.15 -0.32 0.27
H -1.55 0.54 2.41
H -3.07 0.35 1.45
H -2.47 -0.89 2.80
H -0.94 2.14 0.25
H 0.30 1.87 1.35
H 0.56 2.07 -0.25
H 2.46 -2.27 -2.33
H 2.51 0.42 -2.82
H 3.70 -0.61 -1.20
H 1.01 -1.11 1.12
*
```

---

# 3
Below is a molecular structure, C4H7AuLiO2 at a distorted geometry, with properties calculated with wB97M-V/def2-TZVPD.

Calculated values
Molar mass: 291.0 g mol⁻¹
Electronic energy: -448.7339 a.u.
⟨S²⟩: 2.01
Energy above the lowest of the compared OMol25 structures with the same formula, charge and spin: 40.26 kJ/mol
Orbital gap (spin up / spin down): 7.881 / 9.019 eV
HOMO energy (spin up / spin down): -22.51 / -25.25 eV

Geometry as ORCA input:
```
! RIJCOSX wB97M-V def2-TZVPD def2/J DEFGRID3
* xyz 3 3
O 0.23 -1.69 -1.22
C 0.29 -0.76 -2.07
C 0.36 0.58 -1.53
Li 2.34 -1.21 -2.38
Au 0.01 -0.97 0.86
H 0.05 -0.89 -3.12
H 1.26 0.81 -0.97
H 0.03 1.36 -2.21
C -1.20 0.21 2.11
C -0.54 0.89 0.92
O -0.64 -0.87 2.68
H -2.14 0.52 2.56
H 0.36 1.23 1.37
H -0.73 1.78 0.31
H 0.31 -0.97 2.68
*
```

---

# 4
Below is C4H6N2O2 in the gas phase at a distorted geometry, with properties calculated with wB97M-V/def2-TZVPD.

Calculated values
Molar mass: 114.1 g mol⁻¹
Electronic energy: -415.7922 a.u.
SMILES: Nc1ccn(O)c1O
Energy above the lowest of the compared OMol25 structures with the same formula, charge and spin: 652.16 kJ/mol
Orbital gap: 7.974 eV
HOMO energy: -7.68 eV

Geometry as ORCA input:
```
! RIJCOSX wB97M-V def2-TZVPD def2/J DEFGRID3
* xyz 0 1
C 1.21 -0.05 0.02
C 1.11 1.38 -0.16
C -0.32 1.73 0.14
C -0.11 -0.51 -0.20
H 3.30 -0.38 0.67
H 2.23 -1.69 0.09
H 1.71 2.38 -0.20
H -0.65 2.82 0.31
H -2.30 -0.64 1.11
H -1.27 -2.15 -0.68
N 2.54 -0.78 0.09
N -0.99 0.50 -0.26
O -2.37 0.05 0.13
O -0.77 -1.76 0.01
*
```

---

# 5
Below is 2 unconnected molecules or ions with the total composition C4H4N2O at a distorted geometry, with properties calculated with wB97M-V/def2-TZVPD.

Calculated values
Molar mass: 96.1 g mol⁻¹
Electronic energy: -339.4343 a.u.
SMILES: C1=NC1.N#CC=O
Energy above the lowest of the compared OMol25 structures with the same formula, charge and spin: 386.80 kJ/mol
Orbital gap: 9.347 eV
HOMO energy: -10.42 eV

Geometry as ORCA input:
```
! RIJCOSX wB97M-V def2-TZVPD def2/J DEFGRID3
* xyz 0 1
N -3.10 -0.06 -0.47
C -2.04 0.23 -0.83
C -0.70 0.64 -1.30
O -0.06 1.48 -0.73
C 1.25 0.13 1.18
C 0.72 -1.03 0.51
N 1.44 -1.38 1.48
H -0.34 0.09 -2.19
H 0.11 -1.46 -0.28
H 2.09 0.67 0.77
H 0.62 0.69 1.87
*
```

---

# 6
Below is a molecular structure, C20H15N4O6V, with properties calculated with wB97M-V/def2-TZVPD.

Calculated values
Molar mass: 458.3 g mol⁻¹
Electronic energy: -2385.5273 a.u.
⟨S²⟩: 2.02
Orbital gap (spin up / spin down): 6.925 / 6.910 eV
HOMO energy (spin up / spin down): -8.16 / -8.14 eV

Geometry as ORCA input:
```
! RIJCOSX wB97M-V def2-TZVPD def2/J DEFGRID3
* xyz 0 3
V -0.57 -0.07 0.23
O 3.94 1.60 -1.07
C 2.76 1.07 -0.70
O 2.40 -0.04 -1.00
C 1.93 2.06 0.08
C 2.30 3.39 0.22
C 1.46 4.24 0.93
C 0.32 3.72 1.52
C 0.04 2.36 1.37
N 0.82 1.56 0.64
C -1.08 1.70 2.19
O -1.78 2.39 2.89
O -1.09 0.41 2.05
H 4.40 0.91 -1.57
H 3.22 3.74 -0.23
H 1.71 5.28 1.03
H -0.36 4.31 2.12
C -2.18 0.82 -3.66
C -1.93 0.43 -2.24
N -0.72 0.46 -1.71
O 0.27 0.91 -2.58
C -2.99 -0.02 -1.44
C -4.40 -0.16 -1.89
N -2.59 -0.41 -0.20
O -3.40 -0.89 0.59
H -1.41 1.47 -4.05
H -3.16 1.29 -3.75
H -2.20 -0.09 -4.27
H 0.93 0.22 -2.50
H -4.48 -0.69 -2.84
H -4.90 0.80 -2.01
H -4.96 -0.73 -1.14
N 1.04 -9.88 -1.07
C 0.86 -8.75 -0.92
C 0.62 -7.34 -0.73
C -0.02 -6.89 0.42
C -0.24 -5.53 0.59
C 0.17 -4.62 -0.38
C 0.81 -5.09 -1.53
C 1.04 -6.44 -1.71
C -0.06 -3.22 -0.21
C -0.24 -2.02 -0.05
H -0.34 -7.59 1.17
H -0.74 -5.17 1.48
H 1.13 -4.38 -2.29
H 1.53 -6.80 -2.60
*
```

---

# 7
Below is a molecular structure, C42H82AlBrF2N2O11 at a distorted geometry, with properties calculated with wB97M-V/def2-TZVPD.

Calculated values
Molar mass: 936.0 g mol⁻¹
Electronic energy: -5602.1546 a.u.
Orbital gap: 3.565 eV
HOMO energy: -7.40 eV

Geometry as ORCA input:
```
! RIJCOSX wB97M-V def2-TZVPD def2/J DEFGRID3
* xyz 0 1
C 0.89 2.58 1.29
C -0.14 3.62 1.66
C -0.84 4.21 0.44
C -1.41 3.21 -0.59
C -0.41 2.79 -1.66
C -0.37 3.69 -2.91
C 1.04 3.74 -3.49
C 1.50 2.44 -4.14
C 0.45 1.71 -4.98
C 1.08 0.61 -5.82
C 1.71 -0.53 -5.00
C 0.87 -0.98 -3.78
C 1.63 -0.98 -2.45
C 0.68 -0.90 -1.23
C 0.92 0.27 -0.29
C 2.12 0.04 0.63
C 2.56 1.31 1.35
C 3.68 0.84 2.33
C 4.98 1.44 2.06
C 5.97 0.88 1.28
C 7.31 1.48 1.08
O 8.16 0.91 0.45
C 7.53 2.81 1.67
C 6.59 3.40 2.42
C 5.29 2.77 2.70
O 4.49 3.28 3.46
H 0.45 1.73 0.76
H 1.69 3.01 0.68
H 1.38 2.20 2.19
H 0.44 4.40 2.17
H -0.87 3.19 2.35
H -0.07 4.84 -0.07
H -1.65 4.86 0.82
H -1.67 2.31 -0.02
H -2.35 3.56 -1.04
H 0.60 2.77 -1.25
H -0.69 1.79 -1.99
H -0.63 4.72 -2.61
H -1.12 3.40 -3.64
H 1.16 4.58 -4.17
H 1.70 3.94 -2.64
H 1.93 1.76 -3.40
H 2.32 2.67 -4.83
H 0.01 2.44 -5.67
H -0.38 1.34 -4.38
H 1.88 1.09 -6.39
H 0.38 0.24 -6.56
H 1.79 -1.39 -5.67
H 2.73 -0.30 -4.71
H 0.59 -2.02 -3.96
H -0.06 -0.42 -3.68
H 2.37 -0.17 -2.42
H 2.21 -1.90 -2.37
H 0.74 -1.83 -0.65
H -0.35 -0.83 -1.60
H 1.03 1.22 -0.82
H 0.05 0.36 0.36
H 2.95 -0.42 0.08
H 1.84 -0.69 1.39
H 1.74 1.66 1.97
H 2.82 2.11 0.66
H 3.74 -0.24 2.25
H 3.38 1.08 3.35
H 5.84 -0.04 0.69
H 8.48 3.28 1.44
H 6.75 4.38 2.84
F 2.24 -2.29 2.68
Al -1.36 6.23 -0.89
C -5.69 8.08 1.56
C -5.00 8.39 0.25
C -5.93 9.12 -0.71
O -4.54 7.18 -0.36
H -6.54 7.42 1.38
H -5.01 7.55 2.24
H -6.04 8.98 2.06
H -4.11 9.00 0.43
H -6.81 8.51 -0.93
H -5.43 9.33 -1.65
H -6.28 10.07 -0.28
H -5.32 6.63 -0.53
C -2.12 -7.29 -0.03
O -0.73 -7.09 0.02
C -0.01 -8.30 -0.14
C 1.46 -8.04 -0.39
O 1.74 -7.69 -1.75
C 1.42 -6.37 -2.15
C 2.41 -5.33 -1.67
O 2.14 -4.96 -0.34
C 3.20 -4.21 0.22
H -2.45 -7.97 0.76
H -2.59 -6.32 0.12
H -2.42 -7.68 -1.01
H -0.43 -8.87 -0.97
H -0.10 -8.89 0.79
H 1.99 -8.96 -0.21
H 1.84 -7.28 0.30
H 0.41 -6.10 -1.86
H 1.47 -6.39 -3.24
H 2.33 -4.44 -2.31
H 3.43 -5.74 -1.75
H 4.12 -4.82 0.26
H 2.92 -3.92 1.24
H 3.39 -3.30 -0.37
C -4.02 -1.24 3.49
O -3.08 -2.18 3.04
C -2.46 -1.83 1.81
C -1.08 -1.24 2.02
O -1.13 0.00 2.70
C -0.79 -0.09 4.07
H -4.26 -1.48 4.53
H -3.62 -0.22 3.46
H -4.94 -1.28 2.90
H -3.09 -1.12 1.26
H -2.37 -2.74 1.22
H -0.63 -1.06 1.04
H -0.44 -1.95 2.55
H 0.29 -0.23 4.19
H -1.32 -0.91 4.56
H -1.07 0.85 4.54
C 3.36 -11.33 1.13
O 2.73 -10.34 1.46
N 2.87 -12.25 0.25
N 4.61 -11.59 1.61
H 3.38 -13.07 -0.03
H 1.95 -12.09 -0.13
H 5.00 -10.93 2.26
H 5.15 -12.39 1.35
O -8.31 5.71 1.50
C -7.57 4.81 1.21
O -7.01 4.68 -0.02
C -6.27 3.44 -0.09
C -5.94 3.09 1.36
C -7.14 3.66 2.10
H -6.90 2.69 -0.57
H -5.38 3.61 -0.70
H -5.77 2.03 1.51
H -5.03 3.62 1.67
H -7.97 2.95 2.16
H -6.90 4.02 3.10
F 2.25 4.32 2.83
Br 5.85 -1.50 1.94
*
```

---

# 8
Below is a molecular structure, C23H32BF4IrN3O2S4 at a distorted geometry, with properties calculated with wB97M-V/def2-TZVPD.

Calculated values
Molar mass: 789.8 g mol⁻¹
Electronic energy: -3331.3364 a.u.
⟨S²⟩: 0.77
Energy above the lowest of the compared OMol25 structures with the same formula, charge and spin: 255.18 kJ/mol
Orbital gap (spin up / spin down): 6.217 / 4.584 eV
HOMO energy (spin up / spin down): -13.25 / -13.23 eV

Geometry as ORCA input:
```
! RIJCOSX wB97M-V def2-TZVPD def2/J DEFGRID3
* xyz 2 2
Ir -0.78 -0.37 -0.47
C -0.88 1.65 -2.75
C -1.12 0.35 -3.53
N -1.57 -0.74 -2.65
C -2.99 -1.09 -2.72
C -3.58 -1.33 -1.34
N -3.06 -0.41 -0.32
C -3.58 0.96 -0.30
C -2.96 1.80 -1.40
N -1.51 1.60 -1.43
H -1.24 2.51 -3.33
H 0.19 1.78 -2.59
H -0.17 0.08 -4.00
H -1.85 0.51 -4.32
H -1.00 -1.57 -2.78
H -3.13 -2.01 -3.30
H -3.54 -0.31 -3.24
H -3.32 -2.33 -1.01
H -4.67 -1.27 -1.40
H -3.22 -0.85 0.58
H -3.30 1.39 0.66
H -4.67 0.98 -0.38
H -3.21 2.85 -1.22
H -3.38 1.53 -2.37
H -1.05 2.27 -0.81
F -1.15 -1.92 1.40
B -1.32 -3.19 0.69
F -0.95 -2.79 -0.66
F -2.65 -3.51 0.71
F -0.46 -4.12 1.18
O -0.65 1.15 1.14
S -0.07 1.51 2.51
C -1.06 0.59 3.74
C -2.32 1.41 3.97
C -1.87 2.87 4.04
C -0.94 3.09 2.85
H -0.44 0.52 4.64
H -1.24 -0.41 3.34
H -2.82 1.11 4.89
H -3.01 1.26 3.14
H -1.34 3.05 4.97
H -2.72 3.55 3.99
H -0.20 3.87 3.02
H -1.49 3.30 1.93
O 1.22 -0.72 -1.08
C 2.47 -0.64 -0.50
C 2.75 0.69 0.18
C 3.58 0.97 1.23
C 3.57 2.35 1.57
C 2.75 3.08 0.77
S 1.98 2.11 -0.41
C 3.56 -0.83 -1.54
C 3.41 -1.15 -2.86
C 4.64 -1.27 -3.54
C 5.71 -1.00 -2.73
S 5.24 -0.62 -1.14
C 2.53 -1.78 0.50
C 3.01 -3.07 0.31
C 2.78 -3.89 1.40
C 2.09 -3.23 2.42
S 1.75 -1.61 2.05
H 4.17 0.23 1.74
H 4.16 2.77 2.38
H 2.59 4.15 0.79
H 2.44 -1.33 -3.31
H 4.74 -1.56 -4.57
H 6.75 -1.01 -3.00
H 3.52 -3.39 -0.58
H 3.08 -4.93 1.46
H 1.77 -3.65 3.37
*
```

---

# 9
Below is 2 unconnected molecules or ions with the total composition C4H8O2 at a distorted geometry, with properties calculated with wB97M-V/def2-TZVPD.

Calculated values
Molar mass: 88.1 g mol⁻¹
Electronic energy: -307.5630 a.u.
SMILES: CC(=O)O.C=C
Energy above the lowest of the compared OMol25 structures with the same formula, charge and spin: 392.29 kJ/mol
Orbital gap: 10.058 eV
HOMO energy: -9.34 eV

Geometry as ORCA input:
```
! RIJCOSX wB97M-V def2-TZVPD def2/J DEFGRID3
* xyz 0 1
C 1.21 -0.34 -0.24
C 1.17 1.16 -0.27
C -1.59 -0.91 -0.06
C -1.62 0.36 0.26
H 1.72 -1.80 0.64
H 0.31 1.52 -1.05
H 0.66 1.48 0.82
H 2.15 1.60 -0.43
H -2.28 -1.45 0.53
H -1.11 -1.59 -0.76
H -2.26 0.77 0.97
H -0.93 1.10 -0.19
O 0.39 -1.04 -0.74
O 2.17 -0.88 0.51
*
```

---

# 10
Below is 2 unconnected molecules or ions with the total composition C5H15N3O at a distorted geometry, with properties calculated with wB97M-V/def2-TZVPD.

Calculated values
Molar mass: 133.2 g mol⁻¹
Electronic energy: -438.8978 a.u.
SMILES: [H]/N=C(\C)N(C)C.CNO
Energy above the lowest of the compared OMol25 structures with the same formula, charge and spin: 360.03 kJ/mol
Orbital gap: 8.513 eV
HOMO energy: -7.64 eV

Geometry as ORCA input:
```
! RIJCOSX wB97M-V def2-TZVPD def2/J DEFGRID3
* xyz 0 1
C -2.65 1.20 0.14
C 0.83 -1.69 1.14
N -1.68 0.14 0.28
C 0.94 -0.21 0.90
O -2.13 -1.08 -0.33
N 1.06 0.71 1.78
H -2.82 -1.43 0.24
H 0.92 0.36 2.72
H -2.27 2.04 0.73
H -2.75 1.49 -0.92
H -3.63 0.86 0.49
H -0.03 -2.12 0.62
H 1.73 -2.21 0.81
H 0.69 -1.87 2.21
C 1.09 -0.77 -1.53
C 1.63 1.49 -0.75
N 0.94 0.23 -0.47
H -0.60 0.46 -0.19
H 0.26 -1.47 -1.48
H 1.03 -0.26 -2.49
H 2.04 -1.30 -1.46
H 1.55 2.12 0.13
H 2.68 1.32 -0.99
H 1.15 1.98 -1.60
*
```

---

# 11
Below is C6H13NO in the gas phase at a distorted geometry, with properties calculated with wB97M-V/def2-TZVPD.

Calculated values
Molar mass: 115.2 g mol⁻¹
Electronic energy: -366.3374 a.u.
SMILES: CN1CCC[C@H]1CO
Energy above the lowest of the compared OMol25 structures with the same formula, charge and spin: 253.30 kJ/mol
Orbital gap: 9.592 eV
HOMO energy: -8.59 eV

Geometry as ORCA input:
```
! RIJCOSX wB97M-V def2-TZVPD def2/J DEFGRID3
* xyz 0 1
C -1.09 -1.48 -1.15
N 0.02 -0.49 -0.93
C 1.24 -1.12 -0.42
C 1.32 -0.91 1.09
C 0.34 0.23 1.45
C -0.45 0.46 0.10
C -0.17 1.91 -0.43
O -1.27 2.66 0.21
H -2.00 -1.24 -0.55
H -1.40 -1.28 -2.18
H -0.79 -2.51 -1.03
H 2.15 -0.75 -0.86
H 1.23 -2.21 -0.70
H 1.04 -1.89 1.49
H 2.29 -0.67 1.56
H -0.25 -0.06 2.33
H 0.59 1.30 1.70
H -1.49 0.50 0.39
H -0.24 1.98 -1.53
H 0.76 2.40 -0.12
H -1.83 3.16 -0.41
*
```

---

# 12
Below is C22H32N2O4 in the gas phase, with properties calculated with wB97M-V/def2-TZVPD.

Calculated values
Molar mass: 388.5 g mol⁻¹
Electronic energy: -1268.0215 a.u.
SMILES: COc1cccc(CNC(=O)[C@H]2CCC(=O)N(CC3CCCCC3)C2)c1OC
Energy above the lowest of the compared OMol25 structures with the same formula, charge and spin: 162.72 kJ/mol
Orbital gap: 9.183 eV
HOMO energy: -8.68 eV

Geometry as ORCA input:
```
! RIJCOSX wB97M-V def2-TZVPD def2/J DEFGRID3
* xyz 0 1
C -3.79 -2.55 2.04
H -3.65 -2.05 3.00
O -3.12 -1.87 1.00
C -3.52 -0.59 0.69
C -4.50 0.10 1.39
C -4.81 1.41 1.06
C -4.14 2.04 0.04
C -3.18 1.36 -0.70
C -2.87 0.04 -0.38
O -1.88 -0.55 -1.14
C -1.98 -1.92 -1.46
H -1.33 -2.07 -2.33
H -3.01 -2.19 -1.74
H -1.65 -2.56 -0.64
C -2.44 2.06 -1.82
N -1.01 2.00 -1.61
C -0.33 2.95 -0.93
O -0.76 4.06 -0.71
C 1.04 2.46 -0.46
C 0.82 1.74 0.88
N 2.07 1.16 1.31
C 3.18 1.93 1.31
O 4.29 1.50 1.58
C 2.90 3.39 1.00
C 2.05 3.59 -0.26
H 1.50 4.53 -0.17
H 2.70 3.66 -1.13
H 2.37 3.79 1.87
H 3.85 3.91 0.92
C 2.13 -0.26 1.59
H 1.35 -0.50 2.33
C 1.97 -1.14 0.35
C 1.91 -2.62 0.76
C 1.76 -3.52 -0.46
C 2.90 -3.29 -1.44
C 2.96 -1.82 -1.86
C 3.13 -0.93 -0.63
H 4.07 -1.16 -0.13
H 3.17 0.12 -0.93
H 3.79 -1.66 -2.54
H 2.04 -1.56 -2.38
H 2.77 -3.92 -2.32
H 3.85 -3.57 -0.97
H 1.74 -4.56 -0.15
H 0.81 -3.30 -0.95
H 2.83 -2.88 1.29
H 1.08 -2.77 1.45
H 1.03 -0.89 -0.15
H 3.11 -0.43 2.05
H 0.07 0.95 0.78
H 0.45 2.46 1.62
H 1.42 1.73 -1.18
H -0.63 1.07 -1.65
H -2.67 1.58 -2.78
H -2.72 3.11 -1.86
H -4.36 3.07 -0.21
H -5.57 1.93 1.63
H -5.01 -0.37 2.21
H -3.33 -3.54 2.08
H -4.86 -2.66 1.83
*
```